Entry from OMol25: 4 unconnected molecules or ions with the total composition C27H66O12P4 at a distorted geometry (ωB97M-V/def2-TZVPD).

Results
HOMO, eV: -8.4
Net charge: 0
Electronic energy, eV: -90800.6663
Gap between HOMO and LUMO, eV: 9.107

CARTESIAN COORDINATES (ANGSTROEM)
C1 0.446 -6.161 1.740
C2 0.505 -4.698 2.135
O1 -0.084 -3.840 1.153
P1 -1.671 -3.911 0.881
O2 -2.398 -3.484 2.083
O3 -1.833 -2.685 -0.158
C3 -2.624 -1.534 0.130
C4 -1.782 -0.439 0.745
O4 -1.736 -5.067 -0.186
C5 -1.850 -4.918 -1.614
C6 -0.559 -4.464 -2.253
H1 -0.583 -6.524 1.709
H2 0.993 -6.775 2.456
H3 0.870 -6.309 0.747
H4 0.019 -4.539 3.101
H5 1.543 -4.380 2.231
H6 -3.475 -1.793 0.758
H7 -3.029 -1.183 -0.823
H8 -1.198 -0.798 1.592
H9 -2.412 0.387 1.083
H10 -1.073 -0.056 0.008
H11 -2.688 -4.272 -1.866
H12 -2.104 -5.910 -1.988
H13 -0.184 -3.543 -1.812
H14 -0.719 -4.296 -3.319
H15 0.217 -5.223 -2.130
C7 6.026 -7.209 -4.823
C8 5.725 -7.956 -3.537
O5 5.664 -7.096 -2.391
P2 4.471 -6.020 -2.279
O6 3.183 -6.718 -2.175
O7 4.745 -5.443 -0.793
C9 3.794 -5.588 0.259
C10 4.076 -6.836 1.072
O8 5.086 -4.801 -3.065
C11 5.703 -3.633 -2.493
C12 7.080 -3.916 -1.941
H16 5.212 -6.532 -5.090
H17 6.162 -7.911 -5.645
H18 6.928 -6.605 -4.717
H19 4.786 -8.508 -3.624
H20 6.515 -8.676 -3.333
H21 2.779 -5.578 -0.132
H22 3.896 -4.710 0.901
H23 4.188 -7.718 0.441
H24 3.275 -7.023 1.787
H25 5.012 -6.717 1.620
H26 5.048 -3.176 -1.754
H27 5.785 -2.920 -3.313
H28 7.074 -4.726 -1.215
H29 7.469 -3.020 -1.456
H30 7.761 -4.205 -2.742
C13 -5.151 6.954 3.030
C14 -3.636 6.898 3.066
O9 -3.133 5.944 4.010
P3 -3.384 4.373 3.747
O10 -2.678 3.959 2.528
O11 -2.502 3.765 4.957
C15 -1.363 2.934 4.729
C16 -0.091 3.754 4.670
O12 -4.794 4.168 4.415
C17 -5.052 3.625 5.724
C18 -4.716 4.596 6.831
H31 -5.575 6.020 2.655
H32 -5.485 7.760 2.376
H33 -5.557 7.116 4.029
H34 -3.236 6.672 2.074
H35 -3.236 7.864 3.371
H36 -1.493 2.336 3.828
H37 -1.317 2.240 5.570
H38 -0.191 4.586 3.972
H39 0.751 3.133 4.361
H40 0.131 4.179 5.650
H41 -4.550 2.668 5.847
H42 -6.122 3.416 5.743
H43 -3.689 4.949 6.771
H44 -4.859 4.110 7.796
H45 -5.363 5.473 6.780
C19 1.815 4.076 -1.122
C20 1.673 5.428 -1.817
C21 1.313 5.342 -3.306
C22 -0.026 4.651 -3.597
C23 -1.194 5.650 -3.457
C24 -2.526 4.951 -3.140
C25 -2.678 4.521 -1.669
C26 -2.368 3.052 -1.333
C27 -2.935 2.012 -2.319
P4 -1.569 1.175 -3.266
H46 0.968 3.413 -1.290
H47 2.726 3.547 -1.409
H48 1.879 4.237 -0.044
H49 2.618 5.966 -1.742
H50 0.873 5.986 -1.325
H51 1.234 6.368 -3.680
H52 2.113 4.877 -3.888
H53 -0.041 4.240 -4.606
H54 -0.213 3.847 -2.886
H55 -0.966 6.318 -2.623
H56 -1.299 6.201 -4.393
H57 -3.310 5.687 -3.343
H58 -2.687 4.145 -3.860
H59 -3.662 4.811 -1.299
H60 -1.965 5.127 -1.101
H61 -2.832 2.849 -0.365
H62 -1.300 2.935 -1.156
H63 -3.482 1.218 -1.810
H64 -3.615 2.457 -3.042
H65 -1.834 -0.209 -3.200
H66 -0.456 1.288 -2.412


Entry from OMol25: a molecular structure, C4H12Cl2O4Zn at a distorted geometry (ωB97M-V/def2-TZVPD).

Results
HOMO, eV: -8.0
Energy relative to the best compared isomer or geometry (same formula, charge and spin), kJ/mol: 0.0
Net charge: 0
Electronic energy, eV: -85995.9879
Gap between HOMO and LUMO, eV: 7.716

CARTESIAN COORDINATES (ANGSTROEM)
Zn1 0.218 0.808 1.014
Cl1 1.169 3.067 0.083
Cl2 0.029 1.368 3.366
C1 1.662 -0.405 -1.367
C2 2.237 -0.805 0.012
O1 2.087 0.179 1.042
O2 0.453 0.299 -1.213
H1 1.547 -1.292 -2.004
H2 2.393 0.217 -1.901
H3 3.275 -1.104 -0.136
H4 1.751 -1.737 0.311
H5 2.974 0.532 1.167
H6 0.110 0.555 -2.074
C3 -1.878 -1.006 0.071
C4 -2.426 0.410 -0.198
O3 -1.750 1.396 0.601
O4 -0.800 -0.989 1.009
H7 -1.499 -1.539 -0.804
H8 -2.737 -1.599 0.393
H9 -3.511 0.497 -0.117
H10 -2.268 0.675 -1.251
H11 -2.196 2.229 0.407
H12 -0.838 -1.757 1.586


Entry from OMol25: 7 unconnected molecules or ions with the total composition C41H44O2 (ωB97M-V/def2-TZVPD).

Results
HOMO, eV: -9.0
Net charge: 0
Electronic energy, eV: -47325.8073
Gap between HOMO and LUMO, eV: 9.613

CARTESIAN COORDINATES (ANGSTROEM)
C1 -0.980 -0.913 1.086
C2 -2.432 -1.264 1.327
C3 -3.515 -0.346 0.757
C4 -4.731 -1.241 0.918
O1 -4.238 -2.563 0.605
C5 -2.883 -2.572 0.712
O2 -2.232 -3.491 0.318
H1 -0.380 -1.818 1.001
H2 -0.582 -0.323 1.910
H3 -0.854 -0.339 0.167
H4 -2.637 -1.370 2.401
H5 -3.320 -0.221 -0.313
H6 -3.601 0.635 1.218
H7 -5.102 -1.245 1.945
H8 -5.551 -1.014 0.243
C6 1.911 3.843 -1.313
C7 1.510 3.338 -2.543
C8 0.371 2.549 -2.632
C9 -0.367 2.262 -1.491
C10 0.031 2.773 -0.264
C11 1.167 3.564 -0.175
H9 2.808 4.445 -1.242
H10 2.096 3.546 -3.428
H11 0.064 2.149 -3.590
H12 -1.249 1.638 -1.560
H13 -0.534 2.540 0.631
H14 1.485 3.945 0.788
C12 -8.626 -2.207 -0.297
C13 -8.513 -1.254 0.706
C14 -9.357 -0.152 0.720
C15 -10.318 -0.004 -0.270
C16 -10.433 -0.956 -1.274
C17 -9.587 -2.057 -1.288
H15 -7.967 -3.066 -0.306
H16 -7.765 -1.373 1.480
H17 -9.266 0.591 1.502
H18 -10.978 0.854 -0.260
H19 -11.182 -0.840 -2.046
H20 -9.678 -2.800 -2.070
C18 2.716 -0.516 2.072
C19 2.542 0.849 1.883
C20 2.969 1.743 2.856
C21 3.569 1.274 4.016
C22 3.741 -0.091 4.205
C23 3.314 -0.986 3.233
H21 2.384 -1.213 1.313
H22 2.074 1.215 0.977
H23 2.837 2.808 2.708
H24 3.910 1.970 4.772
H25 4.211 -0.455 5.110
H26 3.450 -2.050 3.380
C24 7.393 1.124 4.685
C25 7.214 2.488 4.499
C26 7.638 3.383 5.472
C27 8.241 2.914 6.631
C28 8.419 1.550 6.817
C29 7.994 0.655 5.844
H27 7.057 0.428 3.926
H28 6.739 2.852 3.596
H29 7.500 4.447 5.327
H30 8.573 3.611 7.389
H31 8.889 1.184 7.721
H32 8.133 -0.409 5.989
C30 -3.180 -4.609 -2.682
C31 -2.715 -5.268 -3.812
C32 -3.557 -5.472 -4.897
C33 -4.867 -5.015 -4.855
C34 -5.334 -4.356 -3.726
C35 -4.492 -4.155 -2.641
H33 -2.533 -4.443 -1.831
H34 -1.693 -5.625 -3.846
H35 -3.193 -5.988 -5.777
H36 -5.524 -5.173 -5.701
H37 -6.357 -4.000 -3.691
H38 -4.853 -3.649 -1.753
C36 6.494 2.760 -4.344
C37 6.100 2.255 -5.575
C38 4.957 1.473 -5.672
C39 4.208 1.196 -4.537
C40 4.602 1.699 -3.305
C41 5.745 2.482 -3.208
H39 7.385 3.369 -4.269
H40 6.684 2.471 -6.461
H41 4.650 1.079 -6.633
H42 3.315 0.587 -4.611
H43 4.014 1.487 -2.421
H44 6.051 2.875 -2.247


Entry from OMol25: a molecular structure, C34H35BiN8O7 at a distorted geometry (ωB97M-V/def2-TZVPD).

Results
HOMO, eV: -8.0
Energy relative to the best compared isomer or geometry (same formula, charge and spin), kJ/mol: 0.0
Net charge: 0
Electronic energy, eV: -67920.1974
Gap between HOMO and LUMO, eV: 8.126

CARTESIAN COORDINATES (ANGSTROEM)
Bi1 0.575 -0.521 0.783
O1 0.110 -4.605 2.314
C1 -0.157 -3.591 1.488
O2 0.695 -2.911 0.967
C2 -1.641 -3.438 1.256
O3 -1.950 -2.146 0.819
C3 -2.619 -1.360 1.797
C4 -1.750 -0.994 3.004
O4 -2.270 -1.013 4.106
O5 -0.523 -0.612 2.770
H1 1.067 -4.664 2.427
H2 -2.184 -3.724 2.158
H3 -1.897 -4.143 0.460
H4 -3.520 -1.853 2.157
H5 -2.910 -0.440 1.280
N1 4.024 0.912 -2.045
C5 2.960 1.198 -2.876
C6 1.845 0.914 -2.154
N2 2.220 0.471 -0.897
C7 3.536 0.477 -0.869
H6 4.995 1.017 -2.271
H7 3.089 1.571 -3.878
H8 0.809 1.031 -2.433
H9 4.149 0.201 -0.024
C8 -3.939 0.878 -5.952
C9 -3.224 1.161 -4.634
N3 -3.998 0.767 -3.464
C10 -5.150 1.594 -3.103
C11 -6.486 0.928 -3.411
C12 -3.645 -0.189 -2.572
O6 -4.252 -0.357 -1.520
C13 -2.440 -1.051 -2.833
C14 -2.263 -1.922 -3.895
C15 -1.127 -2.724 -3.926
C16 -0.196 -2.603 -2.906
N4 -0.361 -1.766 -1.880
C17 -1.471 -1.041 -1.847
H10 -3.283 1.113 -6.793
H11 -4.841 1.485 -6.049
H12 -4.228 -0.173 -6.016
H13 -3.011 2.229 -4.552
H14 -2.267 0.653 -4.610
H15 -5.055 2.538 -3.640
H16 -5.093 1.800 -2.035
H17 -6.585 0.707 -4.476
H18 -7.307 1.586 -3.118
H19 -6.572 -0.002 -2.850
H20 -3.016 -2.002 -4.673
H21 -0.967 -3.427 -4.732
H22 0.715 -3.192 -2.908
H23 -1.625 -0.405 -0.979
N5 -1.696 2.034 2.526
C18 -1.277 1.959 1.254
O7 -0.043 1.608 1.063
C19 -2.154 2.276 0.203
C20 -1.736 2.239 -1.151
N6 -1.434 2.188 -2.267
C21 -3.496 2.662 0.478
N7 -4.579 2.994 0.707
H24 -2.663 2.225 2.730
H25 -1.141 1.550 3.215
N8 2.194 -0.536 2.040
C22 3.167 -0.034 2.673
C23 3.874 -0.890 3.695
C24 3.935 -2.270 3.498
C25 4.536 -3.089 4.440
C26 5.064 -2.542 5.604
C27 4.994 -1.173 5.815
C28 4.410 -0.349 4.861
C29 3.724 1.343 2.432
C30 5.104 1.552 2.425
C31 5.628 2.795 2.096
C32 4.777 3.850 1.794
C33 3.402 3.653 1.813
C34 2.878 2.406 2.121
H26 3.499 -2.666 2.588
H27 4.594 -4.159 4.275
H28 5.525 -3.183 6.345
H29 5.397 -0.743 6.725
H30 4.349 0.719 5.035
H31 5.773 0.732 2.657
H32 6.702 2.941 2.085
H33 5.185 4.823 1.550
H34 2.731 4.473 1.586
H35 1.808 2.249 2.124